1.
Density functional theory data (ωB97M-V/def2-TZVPD) for the molecule C19H23NO2S at a distorted geometry.

Geometry (Å):
H 4.829 -2.114 -1.139
N 4.165 -1.549 -1.693
C 3.777 -0.597 -0.922
C 4.371 -0.540 0.528
C 2.731 0.399 -1.516
C 1.904 1.194 -0.462
C 2.138 2.651 -0.368
C 1.386 3.514 0.558
C 1.661 5.062 0.569
C 0.354 2.963 1.451
C 0.129 1.512 1.368
C 0.882 0.645 0.428
C 0.533 -0.853 0.393
O 1.198 -1.724 -0.126
C -0.831 -1.309 1.044
C -1.372 -2.719 0.677
C -2.690 -2.730 -0.217
C -3.032 -1.377 -0.935
C -4.544 -1.523 -1.454
C -2.158 -1.074 -2.211
C -1.498 -0.494 1.922
S -3.082 -1.042 2.636
C -0.950 0.919 2.324
O -1.341 1.467 3.324
H 3.996 0.301 1.162
H 4.085 -1.514 1.024
H 5.497 -0.532 0.466
H 2.011 -0.180 -2.153
H 3.271 1.148 -2.154
H 2.901 3.158 -1.003
H 2.011 5.353 -0.461
H 0.702 5.603 0.790
H 2.431 5.321 1.338
H -0.220 3.634 2.125
H -0.614 -3.376 0.171
H -1.599 -3.237 1.654
H -3.536 -3.067 0.446
H -2.575 -3.519 -1.012
H -3.035 -0.475 -0.274
H -4.719 -0.697 -2.195
H -4.730 -2.542 -1.893
H -5.202 -1.348 -0.553
H -2.402 -0.015 -2.527
H -1.053 -1.088 -2.018
H -2.471 -1.731 -3.069
H -2.803 -1.617 3.850

Computed properties:
Charge: 0
ΔE to the lowest compared entry with this formula, charge and spin in eV: 3.2710
Gap between HOMO and LUMO in eV: 8.3
E_LUMO in eV: -1.15
HOMO in Ha: -0.346
SMILES string: [H]/N=C(\C)Cc1cc(C)cc2c1C(=O)C(CCC(C)C)=C(S)C2=O

Results of the natural (NBO) charge analysis, in e, for atoms 1 through 5: 0.323, -0.617, 0.339, -0.710, -0.497

2.
Density functional theory data (ωB97M-V/def2-TZVPD) for the molecule C19H23NO4.

Geometry (Å):
C 3.654 0.984 1.822
O 2.833 0.233 0.962
C 1.763 -0.432 1.489
C 1.385 -0.350 2.818
C 0.273 -1.057 3.253
C -0.447 -1.828 2.377
C -0.074 -1.931 1.028
O -0.921 -2.708 0.313
C -0.768 -2.913 -1.073
C 1.044 -1.230 0.576
C 1.560 -1.241 -0.839
O 1.989 -2.220 -1.417
N 1.498 -0.013 -1.396
C 1.767 0.282 -2.779
C 0.466 0.666 -3.512
O -0.178 1.760 -2.888
C -0.882 1.480 -1.733
C -0.570 2.215 -0.591
C -1.209 1.954 0.610
C -0.835 2.693 1.859
C -2.182 0.965 0.653
C -2.542 0.258 -0.486
C -3.609 -0.790 -0.413
C -1.882 0.519 -1.680
H 4.451 1.378 1.193
H 3.106 1.817 2.276
H 4.090 0.363 2.609
H 1.941 0.249 3.520
H -0.026 -0.993 4.288
H -1.317 -2.379 2.696
H -0.777 -1.964 -1.615
H -1.630 -3.510 -1.370
H 0.153 -3.452 -1.306
H 1.200 0.757 -0.818
H 2.479 1.110 -2.845
H 2.200 -0.611 -3.235
H 0.698 0.998 -4.527
H -0.193 -0.207 -3.565
H 0.185 2.985 -0.661
H -0.387 2.003 2.574
H -0.126 3.488 1.646
H -1.718 3.128 2.324
H -2.673 0.745 1.589
H -3.226 -1.667 0.106
H -4.469 -0.422 0.144
H -3.935 -1.089 -1.406
H -2.160 -0.022 -2.573

Computed properties:
Charge: 0
ΔE to the lowest compared entry with this formula, charge and spin in eV: 1.5378
Gap between HOMO and LUMO in eV: 9.0
E_LUMO in eV: 0.70
HOMO in Ha: -0.305
SMILES string: COc1cccc(OC)c1C(=O)NCCOc1cc(C)cc(C)c1

Results of the natural (NBO) charge analysis, in e, for atoms 1 through 5: -0.249, -0.504, 0.349, -0.344, -0.172

3.
Density functional theory data (ωB97M-V/def2-TZVPD) for the molecule C19H23NO4.

Geometry (Å):
C 3.320 0.024 1.849
O 2.460 -1.088 1.844
C 1.613 -1.256 0.785
C 1.511 -0.364 -0.268
C 0.624 -0.622 -1.309
C 0.413 0.329 -2.441
O 0.070 -0.028 -3.550
N 0.624 1.633 -2.119
C 0.157 2.692 -2.985
C -1.349 2.942 -2.844
C -1.754 3.490 -1.470
C -1.490 2.530 -0.342
C -2.137 1.300 -0.290
C -1.876 0.406 0.732
C -0.972 0.732 1.729
C -0.332 1.958 1.697
C -0.587 2.848 0.667
C -0.122 -1.782 -1.300
C -0.044 -2.692 -0.243
O -0.855 -3.770 -0.387
C -0.828 -4.848 0.523
C 0.816 -2.420 0.826
O 0.938 -3.302 1.885
C 0.528 -2.810 3.145
H 3.991 0.017 0.985
H 3.908 -0.066 2.761
H 2.760 0.965 1.870
H 2.141 0.510 -0.303
H 0.705 1.863 -1.141
H 0.370 2.384 -4.011
H 0.722 3.599 -2.756
H -1.866 2.001 -3.038
H -1.652 3.657 -3.611
H -1.221 4.426 -1.286
H -2.824 3.715 -1.496
H -2.850 1.040 -1.058
H -2.381 -0.548 0.750
H -0.772 0.038 2.531
H 0.365 2.226 2.478
H -0.082 3.804 0.649
H -0.793 -1.996 -2.116
H 0.184 -5.231 0.665
H -1.453 -5.617 0.068
H -1.249 -4.571 1.493
H 0.670 -3.634 3.842
H 1.128 -1.956 3.463
H -0.532 -2.526 3.129

Computed properties:
Charge: 0
ΔE to the lowest compared entry with this formula, charge and spin in eV: 1.7633
Gap between HOMO and LUMO in eV: 9.0
E_LUMO in eV: 0.65
HOMO in Ha: -0.306
SMILES string: COc1cc(C(=O)NCCCc2ccccc2)cc(OC)c1OC

Results of the natural (NBO) charge analysis, in e, for atoms 1 through 5: -0.250, -0.515, 0.351, -0.333, -0.107

Electronic energy: -1341.13215, -1093.51294, -1093.50466 (Eh)